Entry from the OMol25 dataset: the molecule C9H16N2S at a distorted geometry (the ωB97M-V functional and the def2-TZVPD basis).

Atoms and positions in Å:
S1 3.43 1.40 -0.66
N1 0.90 1.16 0.22
N2 1.10 -1.51 0.54
C1 -0.60 0.58 2.02
C2 -1.27 0.08 -0.39
C3 -2.28 1.24 -0.25
C4 -0.14 0.33 0.58
C5 2.13 -0.83 0.17
C6 -2.08 -1.17 -0.18
C7 -0.68 0.09 -1.77
C8 3.46 -1.46 -0.13
C9 2.18 0.63 -0.10
H1 -1.45 -2.05 0.17
H2 -3.14 1.24 0.55
H3 -2.96 -1.03 0.43
H4 -0.03 0.91 -1.80
H5 -1.78 2.22 -0.04
H6 -1.52 0.16 -2.48
H7 -1.04 1.59 2.22
H8 -2.53 -1.58 -0.99
H9 0.01 -0.76 -2.02
H10 -2.80 1.31 -1.21
H11 0.92 1.94 0.82
H12 4.18 -1.16 0.59
H13 3.37 -2.55 -0.18
H14 3.76 -1.09 -1.12
H15 0.23 0.41 2.70
H16 -1.37 -0.10 2.30

The relative energy (zero: lowest compared OMol25 entry of this formula, charge and spin) comes out at 62.1 kcal per mole. For the calculated total energy, the calculation gives -23404.87965 eV.

---

Entry from the OMol25 dataset: a cluster of 4 separate species, C34H28ClF8O5PS2 in total at a distorted geometry (the ωB97M-V functional and the def2-TZVPD basis).

Atoms and positions in Å:
Cl1 3.09 2.33 -0.58
S1 2.12 2.17 -2.36
S2 -4.78 -1.98 4.96
P1 -3.29 -0.76 5.08
F1 2.64 -3.71 4.13
F2 -3.97 -0.18 2.27
F3 3.27 -4.19 2.13
F4 -0.32 -1.33 4.94
F5 -6.13 2.21 -2.75
F6 2.64 1.01 3.70
F7 3.89 -2.34 3.04
F8 0.73 -2.94 -4.66
O1 1.56 -0.24 0.28
O2 1.77 -2.65 2.38
O3 0.71 2.02 -2.14
O4 2.51 3.29 -3.15
O5 -3.45 0.48 -0.26
C1 1.33 3.08 6.35
C2 -0.26 -0.72 -1.15
C3 2.86 -3.20 2.91
C4 -2.68 -0.43 2.39
C5 2.57 1.70 4.86
C6 -1.84 -0.38 1.27
C7 -6.78 4.40 -2.21
C8 -6.00 3.29 -1.96
C9 1.27 -5.56 -7.09
C10 -2.17 -0.74 3.64
C11 1.94 -1.61 -2.22
C12 2.72 0.68 -3.16
C13 -2.39 -0.06 -0.08
C14 3.66 1.71 5.70
C15 1.24 -3.62 -5.72
C16 3.03 -0.52 -2.27
C17 0.47 -1.18 -2.40
C18 -1.57 -0.48 -1.22
C19 -5.09 3.26 -0.92
C20 2.27 -4.98 -7.87
C21 -6.65 5.51 -1.39
C22 3.58 2.42 6.89
C23 0.39 -0.52 0.16
C24 -0.47 -0.63 1.39
C25 -5.74 5.51 -0.34
C26 2.41 3.11 7.21
C27 0.06 -0.98 2.64
C28 2.75 -3.72 -7.55
C29 1.50 -1.30 2.87
C30 1.40 2.38 5.16
C31 2.23 -3.02 -6.47
C32 0.75 -4.87 -6.00
C33 -4.96 4.38 -0.12
C34 -0.80 -1.02 3.73
H1 -5.63 6.38 0.29
H2 0.57 2.35 4.46
H3 2.35 3.66 8.14
H4 3.53 -3.27 -8.15
H5 -7.27 6.39 -1.57
H6 2.01 0.49 -3.96
H7 3.64 1.00 -3.65
H8 -3.74 0.57 5.14
H9 -4.49 2.37 -0.76
H10 2.17 -2.34 -2.99
H11 3.92 -0.98 -2.68
H12 -0.03 -5.30 -5.38
H13 3.32 -0.16 -1.29
H14 -2.10 -0.62 -2.16
H15 -4.24 4.37 0.70
H16 2.67 -5.52 -8.71
H17 -0.07 -2.06 -2.73
H18 2.00 -2.16 -1.28
H19 4.55 1.16 5.43
H20 4.42 2.45 7.56
H21 -2.48 -0.90 6.22
H22 -7.49 4.39 -3.03
H23 1.73 -1.28 3.92
H24 2.58 -2.03 -6.22
H25 2.16 -0.60 2.40
H26 0.32 -0.43 -3.17
H27 0.89 -6.54 -7.34
H28 0.42 3.61 6.60

For the calculated total energy, the calculation gives -111170.42292 eV.

---

Entry from the OMol25 dataset: a structure of composition C32H31BrClN5O4S5Ta at a distorted geometry (the ωB97M-V functional and the def2-TZVPD basis).

Atoms and positions in Å:
Ta1 1.08 -0.52 -0.42
Br1 0.28 6.58 -3.91
Cl1 0.85 0.99 7.16
S1 3.91 -4.02 5.61
S2 3.44 -0.83 0.65
S3 0.71 -2.14 1.26
S4 4.50 -2.28 3.21
S5 1.88 -3.43 3.64
O1 1.20 1.30 0.41
O2 2.92 0.32 -1.62
O3 1.67 -3.81 -2.74
O4 1.81 3.40 0.90
N1 0.26 0.59 -2.32
N2 2.10 -1.65 -2.05
N3 -0.36 -1.94 -1.61
N4 -0.98 -0.15 0.44
N5 -3.08 -0.22 1.35
C1 -2.64 -0.48 2.72
C2 -2.94 -0.45 -1.04
C3 3.48 -3.30 4.20
C4 -1.51 -3.69 -3.49
C5 -0.72 3.90 -3.79
C6 0.33 2.02 -2.64
C7 -2.28 -0.26 0.31
C8 -4.54 1.73 0.89
C9 1.31 4.23 -2.58
C10 3.61 -2.61 -3.65
C11 -0.31 -0.17 -3.19
C12 -2.62 0.75 3.62
C13 -1.28 -4.08 -2.19
C14 -0.71 2.57 -3.40
C15 0.96 2.73 5.01
C16 -0.62 -1.55 -2.88
C17 1.38 0.68 3.22
C18 2.37 -2.80 -2.77
C19 1.37 0.39 4.59
C20 1.10 1.42 5.45
C21 3.30 -1.94 1.95
C22 -1.22 -2.37 -3.80
C23 1.05 3.02 3.65
C24 1.43 2.34 1.28
C25 1.24 1.97 2.74
C26 -4.48 0.27 1.28
C27 0.31 4.74 -3.35
C28 4.17 -1.24 -3.13
C29 1.33 2.89 -2.19
C30 2.12 -2.53 2.17
C31 3.06 -0.73 -2.26
C32 -0.75 -3.17 -1.30
H1 -1.67 -0.95 2.71
H2 1.69 -0.12 2.56
H3 -0.54 0.14 -4.18
H4 -5.56 2.02 0.74
H5 -1.52 1.94 -3.69
H6 -1.47 -5.11 -1.87
H7 -1.46 -1.94 -4.77
H8 2.12 4.82 -2.16
H9 -2.35 0.01 -1.80
H10 0.98 4.03 3.32
H11 4.31 -3.42 -3.57
H12 1.50 -0.63 4.95
H13 -4.09 2.38 1.64
H14 4.49 -0.52 -3.88
H15 -3.10 -1.54 -1.17
H16 -2.43 0.44 4.63
H17 -1.54 4.24 -4.39
H18 -3.34 -1.21 3.14
H19 -1.93 -4.35 -4.26
H20 -3.93 0.01 -1.10
H21 -4.89 0.20 2.29
H22 5.03 -1.40 -2.49
H23 -4.08 1.91 -0.11
H24 0.74 3.54 5.75
H25 3.26 -2.50 -4.68
H26 -5.13 -0.39 0.66
H27 -0.72 0.23 1.37
H28 2.14 2.46 -1.61
H29 -3.59 1.23 3.61
H30 -0.52 -3.49 -0.31
H31 -1.89 1.49 3.28

The relative energy (zero: lowest compared OMol25 entry of this formula, charge and spin) comes out at 29.3 kcal per mole. For the calculated total energy, the calculation gives -187619.81629 eV. As for the charge: +1.

---

Entry from the OMol25 dataset: a cluster of 6 separate species, C22H30F17NO12P in total at a distorted geometry (the ωB97M-V functional and the def2-TZVPD basis).

Atoms and positions in Å:
P1 -2.46 -2.70 3.66
F1 1.62 -1.32 3.87
F2 6.03 -5.20 -6.84
F3 -2.39 -0.83 -7.62
F4 4.38 -6.58 -6.66
F5 1.04 0.09 5.38
F6 3.12 -0.46 5.16
F7 9.14 1.79 7.75
F8 -3.23 3.44 -1.97
F9 -2.54 1.29 2.83
F10 -1.35 -1.78 -5.99
F11 -0.81 0.22 -6.60
F12 -3.32 -1.38 0.37
F13 -4.25 3.21 -0.08
F14 9.88 1.27 5.79
F15 5.01 -5.42 -4.95
F16 10.71 0.33 7.54
F17 -4.87 2.04 -1.79
O1 8.74 -1.53 6.94
O2 2.23 2.15 4.13
O3 2.58 -4.61 -6.40
O4 4.16 -3.18 -7.13
O5 -2.40 -0.12 -4.16
O6 -6.69 4.00 -1.52
O7 -5.12 5.44 -2.26
O8 -3.91 0.50 -5.72
O9 2.36 0.84 2.29
O10 -4.91 -1.07 1.96
O11 -2.72 0.11 4.78
O12 7.30 0.18 6.65
N1 -2.62 -1.15 2.73
C1 -5.42 4.37 -1.80
C2 -2.65 0.04 3.55
C3 6.22 -0.76 6.48
C4 3.85 -4.25 -6.68
C5 8.51 -0.35 6.88
C6 -1.86 -0.60 -6.41
C7 5.68 -1.21 7.82
C8 1.19 3.78 2.68
C9 -3.70 -1.19 1.75
C10 -4.32 -0.56 -2.73
C11 -4.44 3.27 -1.41
C12 1.16 -3.68 -8.13
C13 2.21 0.96 3.48
C14 2.47 3.30 3.32
C15 4.82 -5.36 -6.29
C16 -2.86 -0.02 -5.42
C17 -7.71 4.97 -1.79
C18 1.57 -3.63 -6.67
C19 -8.11 4.92 -3.25
C20 1.99 -0.18 4.47
C21 9.56 0.76 6.99
C22 -3.24 0.43 -3.13
H1 -8.41 3.90 -3.53
H2 -7.38 5.97 -1.50
H3 0.86 -4.69 -8.41
H4 5.44 -0.24 5.92
H5 1.90 -2.63 -6.38
H6 -2.60 0.64 -2.28
H7 6.54 -1.61 5.86
H8 -8.56 4.71 -1.16
H9 -1.52 -3.18 2.63
H10 -2.22 -3.96 4.36
H11 3.24 3.10 2.57
H12 -3.87 -1.51 -2.44
H13 -7.28 5.19 -3.90
H14 -4.99 -0.77 -3.57
H15 0.34 -2.99 -8.33
H16 1.35 4.71 2.12
H17 -3.67 1.38 -3.45
H18 4.82 -1.86 7.69
H19 2.87 4.08 3.98
H20 0.42 3.96 3.44
H21 -1.40 -2.09 4.43
H22 2.00 -3.41 -8.78
H23 -3.48 -2.37 4.61
H24 0.78 3.04 1.99
H25 5.39 -0.35 8.42
H26 0.71 -3.88 -6.05
H27 6.44 -1.75 8.39
H28 -4.91 -0.17 -1.90
H29 -3.51 -3.37 2.87
H30 -8.94 5.60 -3.44

For the calculated total energy, the calculation gives -104846.60812 eV. As for the charge: -1.

---

One value per record, in order, for frontier orbital gap: 7.985, 7.408, 5.392, 6.067 eV.
One value per record, in order, for LUMO energy: -0.5, -1.6, -4.4, 2.0 eV.